81
Properties=species:S:1:pos:R:3:forces:R:3:lowdin_spin:R:1 method="wB97M-V/def2-TZVPD" multiplicity=4 total_charge=+3 lumo_ev="-8.233 / -8.244" fmax_ev_per_a=0.90
Re 3.045 -1.884 0.051 -0.23 -0.65 -0.25 2.77
C -1.336 -0.026 -2.710 0.05 -0.05 0.09 0.00
C -0.099 0.799 -3.072 -0.07 -0.05 0.11 0.00
C 1.048 0.687 -2.060 -0.01 -0.12 -0.01 0.00
Sb 0.421 1.630 -0.225 -0.35 0.02 0.26 0.00
C 0.966 3.645 -0.411 -0.23 -0.13 -0.03 0.00
C 0.602 4.375 -1.540 0.04 0.07 0.04 0.00
C 1.046 5.683 -1.660 0.02 0.00 -0.01 0.00
C 1.842 6.244 -0.666 -0.01 -0.05 0.02 0.00
C 2.192 5.506 0.458 0.01 0.01 -0.04 0.00
C 1.756 4.195 0.595 0.00 0.02 -0.03 0.00
C 0.440 1.220 1.865 0.09 0.01 -0.25 0.00
C -0.101 2.276 2.596 0.05 -0.01 0.04 0.00
C -0.180 2.171 3.979 -0.03 0.02 -0.01 0.00
C 0.265 1.022 4.618 0.00 0.00 -0.03 0.00
C 0.755 -0.044 3.872 -0.03 0.02 -0.02 0.00
C 0.840 0.047 2.490 0.04 0.08 0.11 0.00
Sb -2.128 0.771 -0.888 -0.19 0.54 -0.09 0.00
C -3.089 -0.512 0.467 0.10 0.24 -0.10 0.00
C -2.364 -1.188 1.443 -0.08 -0.15 -0.03 0.00
C -3.059 -1.903 2.409 -0.03 0.02 0.04 0.00
C -4.449 -1.928 2.394 -0.01 -0.01 -0.06 0.00
C -5.158 -1.259 1.403 0.00 0.03 0.00 0.00
C -4.481 -0.526 0.438 0.06 -0.06 0.05 0.00
C -3.234 2.525 -1.220 -0.02 -0.17 -0.08 0.00
C -4.354 2.530 -2.052 0.10 -0.01 0.06 0.00
C -5.057 3.713 -2.221 -0.06 -0.01 -0.04 0.00
C -4.645 4.872 -1.574 0.07 0.00 0.01 0.00
C -3.527 4.859 -0.748 -0.02 -0.02 0.00 0.00
C -2.817 3.681 -0.562 -0.15 -0.04 -0.07 0.00
H -1.075 -1.073 -2.550 -0.07 0.03 0.04 0.00
H -2.102 0.032 -3.482 -0.02 0.02 0.00 0.00
H -0.382 1.843 -3.235 0.05 0.03 -0.05 0.00
H 0.280 0.434 -4.029 0.03 0.05 -0.02 0.00
H 1.929 1.233 -2.395 0.04 0.05 0.11 0.00
H 1.316 -0.350 -1.873 0.01 -0.08 0.04 0.00
H -0.026 3.954 -2.316 -0.01 0.00 0.01 0.00
H 0.768 6.266 -2.528 0.02 -0.01 0.01 0.00
H 2.193 7.263 -0.770 -0.04 -0.02 0.01 0.00
H 2.803 5.949 1.233 0.01 -0.01 -0.03 0.00
H 2.033 3.620 1.471 0.01 0.04 0.00 0.00
H -0.432 3.190 2.116 0.00 0.01 0.01 0.00
H -0.582 2.998 4.551 0.03 -0.04 0.00 0.00
H 0.238 0.961 5.698 -0.05 -0.03 -0.02 0.00
H 1.082 -0.951 4.365 0.01 0.04 0.01 0.00
H 1.238 -0.785 1.930 0.02 -0.08 -0.09 0.00
H -1.282 -1.160 1.468 0.01 0.02 0.00 0.00
H -2.516 -2.420 3.189 -0.02 0.00 -0.02 0.00
H -4.990 -2.466 3.164 0.05 -0.01 -0.04 0.00
H -6.240 -1.291 1.390 0.03 0.01 0.02 0.00
H -5.036 0.029 -0.310 -0.02 -0.01 0.04 0.00
H -4.680 1.632 -2.565 -0.02 0.03 -0.01 0.00
H -5.931 3.728 -2.859 0.03 0.01 0.01 0.00
H -5.195 5.793 -1.717 0.00 -0.03 0.01 0.00
H -3.210 5.763 -0.243 -0.03 -0.03 -0.02 0.00
H -1.958 3.674 0.097 0.04 0.04 0.02 0.00
C -0.965 -3.824 -1.244 -0.04 -0.09 -0.04 0.00
C 0.285 -3.645 -0.437 -0.22 -0.18 0.07 0.01
O 0.875 -2.539 -0.411 0.63 0.17 0.12 0.04
N 0.704 -4.705 0.247 0.11 0.05 0.07 0.01
C 1.906 -4.737 1.077 0.07 0.04 -0.32 0.02
C 3.133 -4.959 0.229 -0.24 0.05 0.10 0.02
C 3.622 -6.223 -0.015 0.18 -0.13 0.03 0.00
C 4.730 -6.382 -0.839 -0.06 0.05 0.04 0.02
C 5.311 -5.251 -1.390 0.06 -0.18 -0.04 0.00
C 4.767 -4.018 -1.112 -0.06 0.06 -0.02 0.02
N 3.683 -3.857 -0.320 0.25 -0.27 -0.12 0.02
H -1.585 -2.932 -1.180 0.06 0.00 0.04 0.00
H -1.546 -4.679 -0.902 -0.02 0.02 0.00 0.00
H -0.702 -3.999 -2.289 0.04 0.08 0.01 0.00
H 0.211 -5.575 0.118 -0.11 0.02 0.02 0.00
H 1.793 -5.534 1.808 -0.01 0.01 0.04 0.00
H 1.993 -3.786 1.606 -0.05 0.01 0.15 0.01
H 3.158 -7.080 0.458 -0.01 0.04 -0.03 0.00
H 5.134 -7.367 -1.036 0.00 0.03 0.02 0.00
H 6.191 -5.321 -2.014 -0.05 0.03 -0.02 0.00
H 5.203 -3.121 -1.527 -0.01 0.07 0.04 0.00
Cl 3.353 0.460 0.341 0.13 0.87 0.16 0.05
C 4.733 -0.757 0.446 0.26 -0.59 -0.11 0.00
H 5.171 -0.695 1.437 -0.08 0.11 0.08 0.01
H 5.461 -0.518 -0.324 -0.04 0.14 -0.04 0.01

105
Properties=species:S:1:pos:R:3:forces:R:3:mulliken_charge:R:1 method="wB97M-V/def2-TZVPD" multiplicity=1 total_charge=+1 lumo_ev=-5.884 fmax_ev_per_a=2.83
C 6.123 1.964 3.463 -0.25 -0.53 0.18 -0.77
O 5.570 0.695 3.881 -0.24 0.45 -0.23 -0.48
C 4.272 0.446 3.567 -0.29 0.04 -0.36 0.77
C 3.436 1.402 2.941 0.56 -0.27 0.39 -0.44
C 2.134 1.060 2.628 -0.58 -0.94 0.12 -0.32
C 1.642 -0.246 2.866 1.15 0.55 0.52 -0.35
C 0.298 -0.590 2.448 0.59 -1.60 -0.82 -1.35
N 0.027 -1.716 1.687 -2.53 0.97 0.84 1.96
C 0.962 -2.673 1.139 0.30 -0.65 -0.47 -0.61
C 0.849 -4.025 1.488 -0.28 -0.15 0.50 1.13
C -0.238 -4.526 2.438 0.04 0.43 -0.03 1.29
C 0.357 -5.095 3.722 0.16 -0.05 0.04 -1.37
C -1.169 -5.504 1.729 -0.01 0.01 -0.15 -1.60
C 1.769 -4.939 0.967 0.10 0.23 -0.13 -0.32
C 2.757 -4.522 0.079 -0.07 -0.03 0.10 -1.47
C 2.834 -3.184 -0.300 -0.21 -0.01 0.24 -0.68
C 1.945 -2.247 0.227 -0.31 0.44 -0.30 0.03
C 1.984 -0.808 -0.281 -0.07 0.10 0.59 2.33
C 1.149 -0.637 -1.545 -0.07 -0.21 -0.19 -1.59
C 3.413 -0.298 -0.424 0.11 0.01 -0.03 -1.82
N -1.315 -1.872 1.509 1.40 0.89 -0.36 -1.34
N -1.872 -0.776 2.070 1.24 -0.58 0.15 2.53
C -3.312 -0.566 2.061 -0.31 -0.10 -0.11 -2.04
C -4.111 -1.134 3.066 0.42 -0.07 0.39 0.84
C -3.477 -1.966 4.176 0.03 -0.15 -0.40 1.81
C -4.366 -3.140 4.586 -0.01 -0.08 -0.11 -1.77
C -3.119 -1.088 5.370 0.03 0.22 0.12 -1.24
C -5.481 -0.877 3.061 0.05 0.07 -0.17 -0.43
C -6.055 -0.108 2.051 0.08 0.05 -0.01 -1.57
C -5.257 0.434 1.048 0.05 -0.07 0.17 -0.18
C -3.878 0.219 1.051 0.46 0.14 -0.35 0.69
C -3.006 0.828 -0.046 0.12 -0.32 0.34 1.59
C -3.064 2.349 -0.006 -0.08 0.20 0.05 -1.30
C -3.368 0.258 -1.414 -0.04 -0.12 -0.02 -1.60
C -0.910 0.057 2.670 -1.60 0.12 -0.22 1.70
C -1.203 1.244 3.306 0.31 0.17 -0.23 -2.39
C 2.495 -1.195 3.502 -0.92 0.56 -0.43 0.17
C 3.775 -0.852 3.861 0.65 0.74 -0.11 -1.15
H 7.153 1.945 3.814 -0.11 0.07 -0.08 0.25
H 6.094 2.058 2.369 0.02 -0.05 0.23 0.32
H 5.581 2.803 3.921 0.14 -0.20 -0.03 0.30
H 3.802 2.401 2.692 -0.12 -0.40 0.16 0.42
H 1.473 1.792 2.157 0.21 -0.22 0.09 0.51
H -0.848 -3.661 2.709 0.08 -0.23 0.11 -0.64
H 0.987 -4.343 4.214 -0.06 -0.18 -0.02 0.31
H -0.439 -5.376 4.422 0.16 -0.03 -0.14 0.41
H 0.978 -5.975 3.511 -0.15 0.13 0.15 0.33
H -1.593 -5.025 0.839 0.03 -0.16 0.10 0.40
H -0.623 -6.402 1.414 -0.20 0.09 0.06 0.32
H -1.996 -5.794 2.387 0.18 -0.04 -0.09 0.42
H 1.700 -5.988 1.270 0.04 0.37 -0.17 0.40
H 3.468 -5.239 -0.329 -0.18 0.12 0.10 0.38
H 3.585 -2.854 -1.021 -0.24 -0.19 0.27 0.30
H 1.513 -0.185 0.480 0.07 -0.04 -0.17 -0.79
H 0.113 -0.943 -1.354 0.15 0.03 -0.12 0.36
H 1.142 0.412 -1.867 0.06 -0.22 0.02 0.34
H 1.549 -1.267 -2.350 -0.13 0.20 0.04 0.36
H 3.979 -0.501 0.494 -0.03 0.03 -0.20 0.41
H 3.918 -0.785 -1.268 0.02 0.23 0.16 0.45
H 3.419 0.788 -0.585 -0.01 -0.23 -0.09 0.32
H -2.546 -2.376 3.760 -0.17 -0.01 0.18 -0.70
H -4.661 -3.719 3.704 -0.02 0.05 0.17 0.41
H -3.828 -3.809 5.266 -0.12 0.16 -0.05 0.42
H -5.275 -2.789 5.089 0.19 -0.16 -0.02 0.39
H -2.419 -0.300 5.071 -0.08 -0.10 0.13 0.19
H -4.020 -0.604 5.769 0.15 -0.12 -0.01 0.32
H -2.657 -1.683 6.166 -0.09 0.10 -0.11 0.39
H -6.102 -1.286 3.860 0.16 0.12 -0.33 0.29
H -7.129 0.069 2.048 0.22 -0.03 0.00 0.38
H -5.691 1.040 0.250 0.05 -0.22 0.28 0.42
H -1.977 0.530 0.177 -0.02 0.09 -0.13 -0.53
H -2.792 2.703 0.996 -0.07 0.01 -0.13 0.18
H -2.361 2.786 -0.726 -0.18 -0.07 0.06 0.45
H -4.078 2.703 -0.232 0.24 0.04 0.00 0.31
H -3.274 -0.834 -1.397 -0.06 0.16 -0.08 0.39
H -4.403 0.509 -1.678 0.20 -0.04 -0.06 0.33
H -2.696 0.647 -2.187 -0.16 -0.01 0.10 0.42
H -2.233 1.569 3.385 0.18 0.07 0.18 0.40
H -0.367 1.725 3.796 -0.29 0.25 0.07 0.48
H 2.103 -2.192 3.722 0.20 0.30 -0.10 0.44
H 4.436 -1.566 4.350 -0.13 0.21 -0.11 0.46
F 3.675 6.580 1.411 -1.40 -0.82 0.04 -0.32
C 2.521 5.828 1.460 0.71 0.80 0.46 0.31
C 2.260 4.981 0.381 -0.56 -0.27 0.31 -0.73
C 1.092 4.226 0.474 0.02 -0.65 -1.01 0.80
F 0.768 3.380 -0.569 0.43 0.99 1.22 -0.34
C 0.245 4.275 1.561 -0.30 0.04 0.65 -0.62
C 0.534 5.131 2.674 0.42 -0.15 -1.09 1.22
C -0.370 5.054 3.761 0.12 0.23 0.01 -0.34
C -0.379 5.698 5.028 -0.17 0.28 0.78 1.18
C -1.510 5.428 5.860 0.29 -0.17 -0.45 -0.68
C -1.633 5.960 7.129 0.11 0.21 0.18 -0.55
C -0.647 6.820 7.638 -0.26 -0.40 -0.53 -0.50
C 0.446 7.102 6.821 0.97 0.59 -0.02 0.21
F 1.407 7.960 7.310 -1.00 -0.98 -0.57 -0.30
C 0.628 6.563 5.554 -0.42 -0.08 0.29 -0.71
C 1.694 5.957 2.566 0.13 -0.22 -0.13 -0.90
H 2.918 4.920 -0.479 -0.08 0.04 0.12 0.53
H -0.650 3.657 1.600 0.20 0.02 -0.19 0.11
H -1.214 4.383 3.582 0.24 0.10 0.12 0.02
H -2.276 4.766 5.456 0.12 0.16 0.22 0.44
H -2.501 5.709 7.737 0.25 0.11 -0.15 0.39
H -0.728 7.250 8.631 0.10 -0.02 -0.19 0.46
H 1.527 6.791 4.995 -0.21 0.06 0.45 0.46
H 1.934 6.685 3.333 0.18 -0.19 -0.45 0.48

101
Properties=species:S:1:pos:R:3:forces:R:3:lowdin_spin:R:1 method="wB97M-V/def2-TZVPD" multiplicity=2 total_charge=-2 lumo_ev="3.521 / 3.521" fmax_ev_per_a=0.35
Hg 0.885 0.562 -0.330 -0.11 -0.11 -0.19 0.00
C 2.235 -1.303 -4.372 -0.01 0.04 -0.01 0.00
C 1.565 -0.479 -3.549 0.00 0.01 -0.03 0.00
N 0.835 -1.093 -2.451 0.04 0.08 0.08 0.00
C 1.552 -2.254 -1.935 -0.03 -0.01 0.07 0.01
C 2.205 -3.004 -2.889 0.02 -0.02 -0.06 0.01
N 2.455 -2.639 -4.152 -0.01 -0.03 0.07 0.00
C 1.588 -2.504 -0.506 -0.04 0.05 -0.02 0.05
C 1.863 -3.770 -0.008 0.03 -0.03 0.02 0.13
C 2.047 -4.018 1.380 0.00 0.01 -0.01 0.15
C 1.926 -2.877 2.212 -0.02 0.00 0.00 -0.01
C 1.610 -1.655 1.685 0.00 -0.01 0.02 0.06
N 1.389 -1.454 0.347 0.01 0.03 0.02 0.15
C 1.627 -0.471 2.561 -0.01 -0.05 0.02 0.01
C 1.266 -0.535 3.919 0.00 -0.01 -0.02 0.01
N 1.320 0.509 4.723 -0.01 0.00 0.01 0.00
C 1.714 1.665 4.176 0.00 0.00 0.01 0.03
C 2.031 1.755 2.837 0.01 0.00 -0.01 0.00
N 2.000 0.695 2.037 0.02 0.06 0.03 0.03
C 2.366 -5.310 1.909 0.00 -0.01 0.01 0.08
C 2.461 -6.470 1.098 0.00 0.01 0.00 0.07
C 2.775 -7.690 1.653 0.00 0.00 -0.01 0.01
N 3.014 -7.914 2.952 0.00 -0.01 0.00 0.11
C 2.924 -6.821 3.727 0.00 0.01 0.00 0.01
C 2.618 -5.556 3.284 0.00 0.00 -0.01 0.06
H 2.727 -0.875 -5.243 0.01 -0.02 0.00 0.00
H 1.529 0.599 -3.630 0.00 0.00 0.01 0.00
H 2.651 -3.946 -2.580 0.00 -0.02 -0.02 0.00
H 1.948 -4.575 -0.719 0.01 0.00 -0.01 0.01
H 2.121 -2.942 3.272 0.01 0.00 0.00 0.00
H 0.903 -1.465 4.338 0.00 0.01 0.01 0.00
H 1.754 2.534 4.822 0.00 0.00 0.01 0.00
H 2.313 2.702 2.388 0.00 0.00 0.00 0.00
H 2.284 -6.419 0.033 0.00 0.00 0.00 0.01
H 2.838 -8.561 1.005 0.00 0.00 0.01 0.00
H 3.115 -6.977 4.786 0.00 -0.01 0.00 0.00
H 2.581 -4.757 4.012 -0.01 0.00 0.00 0.00
O 3.226 6.983 -2.868 -0.04 0.04 0.10 0.00
C 3.954 6.209 -2.219 0.11 -0.12 -0.28 0.00
O 5.132 6.326 -1.838 -0.03 0.04 0.11 0.00
C 3.295 4.848 -1.869 -0.03 0.03 0.08 0.00
C 1.982 4.585 -2.225 0.02 0.03 0.00 0.00
C 1.402 3.374 -1.876 -0.02 -0.01 -0.01 0.00
N 2.082 2.439 -1.209 0.05 0.03 0.06 0.00
C 3.361 2.662 -0.890 0.00 0.02 -0.03 0.00
C 3.993 3.858 -1.197 0.01 -0.02 0.01 0.00
C 4.088 1.552 -0.214 -0.01 0.01 0.02 0.00
C 5.026 1.803 0.783 0.02 -0.01 -0.02 0.00
C 5.634 0.722 1.398 0.00 0.00 0.00 0.00
C 5.302 -0.560 0.989 -0.01 0.01 0.01 0.00
C 4.366 -0.708 -0.024 0.01 0.00 -0.03 0.00
N 3.769 0.324 -0.610 0.05 -0.01 -0.01 0.00
C -0.021 3.059 -2.203 -0.01 0.03 -0.03 0.00
C -0.793 3.885 -3.014 0.02 -0.02 0.00 0.00
C -2.116 3.550 -3.245 -0.04 0.00 0.00 0.00
C -2.646 2.417 -2.651 0.02 0.05 -0.03 0.00
C -1.815 1.644 -1.860 0.01 -0.01 -0.10 0.00
N -0.534 1.953 -1.668 0.03 0.02 0.08 0.00
H 1.456 5.365 -2.755 -0.01 -0.01 0.01 0.00
H 5.029 4.039 -0.943 0.00 0.01 -0.01 0.00
H 5.247 2.819 1.082 0.00 0.00 0.00 0.00
H 6.353 0.880 2.193 0.00 0.00 0.00 0.00
H 5.743 -1.434 1.449 0.01 0.00 0.00 0.00
H 4.073 -1.691 -0.377 0.00 0.01 0.01 0.00
H -0.369 4.771 -3.461 0.01 0.00 0.01 0.00
H -2.729 4.179 -3.878 0.00 0.00 -0.01 0.00
H -3.678 2.123 -2.791 0.00 0.00 -0.01 0.00
H -2.169 0.765 -1.340 0.03 0.05 -0.02 0.00
O -2.233 0.048 0.587 -0.09 -0.02 0.02 0.00
C -1.782 0.918 1.349 0.15 -0.24 0.21 0.00
O -0.617 1.410 1.323 -0.09 0.18 0.00 0.00
C -2.684 1.432 2.460 -0.04 0.01 -0.06 0.00
C -2.219 2.371 3.369 0.01 0.02 0.01 0.00
C -3.028 2.857 4.400 0.01 0.00 0.00 0.00
C -4.303 2.356 4.469 0.00 -0.02 0.00 0.00
O -5.297 2.672 5.371 -0.01 0.03 -0.02 0.00
C -6.388 1.812 5.058 0.02 -0.01 0.01 0.00
O -6.083 1.108 3.864 -0.02 0.03 -0.02 0.00
C -4.769 1.420 3.567 0.01 0.00 0.02 0.00
C -3.991 0.935 2.551 0.00 0.00 0.00 0.00
H -1.201 2.717 3.257 0.00 0.00 0.00 0.00
H -2.672 3.591 5.110 0.00 -0.01 0.00 0.00
H -7.287 2.414 4.904 0.00 -0.01 0.01 0.00
H -6.532 1.099 5.877 0.01 -0.01 0.00 0.00
H -4.334 0.201 1.836 -0.01 -0.01 0.00 0.00
F -7.660 -0.460 -4.885 0.00 0.00 0.02 0.00
C -7.282 -0.611 -3.599 0.00 -0.01 -0.02 0.00
F -7.721 0.487 -2.941 -0.01 -0.01 0.01 0.00
F -8.004 -1.646 -3.108 0.00 0.02 0.00 0.00
C -5.812 -0.818 -3.444 -0.01 0.01 0.00 0.00
C -5.290 -1.007 -2.167 0.01 -0.02 0.02 0.00
C -3.933 -1.194 -1.988 0.03 0.03 -0.04 0.00
C -3.069 -1.195 -3.095 0.00 -0.05 0.04 0.00
C -3.607 -1.002 -4.371 -0.02 -0.01 0.01 0.00
C -4.968 -0.811 -4.546 0.02 0.00 0.01 0.00
C -1.662 -1.332 -2.918 0.02 0.11 0.03 0.00
C -0.479 -1.253 -2.684 -0.06 -0.15 -0.15 0.00
H -5.950 -0.997 -1.308 0.00 0.00 0.00 0.00
H -3.511 -1.294 -0.996 -0.01 -0.01 0.00 0.00
H -2.942 -1.000 -5.224 0.01 0.00 0.01 0.00
H -5.371 -0.659 -5.537 0.00 0.00 0.00 0.00